[1]
Below is one molecule with the formula C18H17NO2S in a non-equilibrium geometry, with properties calculated with wB97M-V/def2-TZVPD.

```
! wB97M-V def2-TZVPD RIJCOSX def2/J DEFGRID3
* xyz 0 1
C -0.45727 2.78914 1.28395
N -0.11016 1.32022 1.23074
C -0.51380 0.36799 0.20892
C 0.20341 -0.85507 0.33941
C 1.31607 -0.43996 1.15885
C 2.41558 -1.18777 1.60417
C 3.38710 -0.64656 2.38626
C 3.31721 0.62982 2.94163
O 4.18165 1.09305 3.81281
C 2.22953 1.43267 2.57018
C 1.15880 0.87790 1.72206
C 0.02660 -2.10879 -0.51462
C 0.28938 -3.32288 0.30448
C 0.87215 -2.10270 -1.76086
S -1.66749 -2.25263 -1.09440
C -2.08182 -0.53829 -1.53085
C -3.00810 -0.40355 -2.52802
C -3.54163 0.88162 -2.98301
O -4.27001 0.94833 -4.10082
C -2.99021 1.96870 -2.28169
C -2.06772 1.85220 -1.27507
C -1.59063 0.56689 -0.84813
H -1.55134 2.90954 1.25613
H 0.13440 3.43669 0.51844
H -0.19383 3.07976 2.32305
H 2.71710 -2.17884 1.27108
H 4.18317 -1.30521 2.72870
H 3.70043 1.88238 4.11423
H 2.20197 2.41713 2.86051
H -0.41557 -4.11129 0.02473
H 1.22025 -3.69837 0.04867
H 0.13307 -3.23775 1.32882
H 0.67580 -1.14594 -2.28800
H 1.85840 -1.92987 -1.43489
H 0.69768 -3.06957 -2.34866
H -3.54314 -1.28533 -2.95042
H -3.93003 1.61288 -4.72057
H -3.23450 2.98999 -2.58067
H -1.75252 2.76343 -0.79715
*
```

Results
E_HOMO, eV: -7.168
Relative energy (zero: lowest compared OMol25 entry of this formula, charge and spin), kcal per mole: 58.3
Frontier orbital gap, eV: 7.66
SMILES: Cn1c2c(c3ccc(O)cc31)C(C)(C)Sc1cc(O)ccc1-2
LUMO energy, eV: 0.49
DFT total energy, eV: -35360.4003


[2]
Below is a 4-piece molecular cluster, C18H18BBrF3N3O overall in a non-equilibrium geometry, with properties calculated with wB97M-V/def2-TZVPD.

```
! wB97M-V def2-TZVPD RIJCOSX def2/J DEFGRID3
* xyz 0 1
O -4.02032 -3.64326 -1.95075
C -3.06208 -3.41205 -2.73867
Br -2.66490 -1.52244 -3.15997
C -2.30491 -4.69309 -3.33500
B -0.69747 -4.53416 -3.50204
C 0.28634 -4.21650 -2.21001
F -0.03804 -2.94794 -1.65373
F 1.66821 -4.30360 -2.59291
F 0.00796 -5.27711 -1.27001
H -2.48948 -5.54806 -2.57468
H -2.78288 -5.04866 -4.32335
H -0.20391 -4.69160 -4.57668
C -0.98569 -0.34818 1.50317
C -1.41252 -0.74560 0.24377
C -2.23458 0.11050 -0.47000
N -2.64734 1.30475 -0.01172
C -2.22126 1.66382 1.20987
C -1.39524 0.88087 1.99966
H -0.34000 -0.99074 2.09228
H -1.11349 -1.69715 -0.17274
H -2.59410 -0.15398 -1.46392
H -2.57079 2.63092 1.55560
H -1.08083 1.22282 2.97786
C 3.77302 -0.48599 -1.58198
C 3.35299 -1.78724 -1.81676
C 4.14919 -2.60022 -2.60797
N 5.30401 -2.20084 -3.16516
C 5.68605 -0.93683 -2.92341
C 4.96355 -0.04786 -2.14412
H 3.17808 0.18061 -0.96691
H 2.42919 -2.16148 -1.39487
H 3.86580 -3.62538 -2.81795
H 6.62133 -0.64015 -3.38750
H 5.32160 0.96109 -1.98121
C -1.32859 6.08381 5.43050
C -2.46698 5.51165 4.88187
C -2.32198 4.70720 3.76316
N -1.14257 4.45064 3.17438
C -0.05739 5.01818 3.72450
C -0.09647 5.83404 4.84361
H -1.40074 6.71854 6.30699
H -3.44474 5.68596 5.31337
H -3.18234 4.23475 3.29982
H 0.88182 4.79619 3.22785
H 0.81250 6.26375 5.24574
*
```

Results
E_HOMO, eV: -9.394
Frontier orbital gap, eV: 8.16
SMILES: O=C(Br)CBC(F)(F)F.c1ccncc1.c1ccncc1.c1ccncc1
LUMO energy, eV: -1.23
DFT total energy, eV: -104344.3984


[3]
Below is C18H18BF4OZn as an isolated structure in a non-equilibrium geometry, with properties calculated with wB97M-V/def2-TZVPD.

```
! wB97M-V def2-TZVPD RIJCOSX def2/J DEFGRID3
* xyz -1 1
C -1.29459 2.41011 0.51089
C 0.02749 2.79445 0.14057
C 0.30666 2.25625 -1.15135
H 0.67535 3.44084 0.72202
C -0.87459 1.53040 -1.57964
C -1.86519 1.66198 -0.55413
H -2.91191 1.37432 -0.65775
H -1.80416 2.69459 1.41862
H 1.14947 2.50951 -1.79359
H -1.04777 1.14712 -2.57964
C 1.73194 -1.60232 1.00695
C 1.73910 -0.89733 2.24782
C 0.43222 -0.97987 2.80399
H 2.59039 -0.42290 2.73494
C -0.38145 -1.77697 1.95095
C 0.40297 -2.12933 0.79933
H 0.09927 -2.79482 -0.01233
H 2.59160 -1.79348 0.36048
H 0.12089 -0.54319 3.74295
H -1.38682 -2.14092 2.15390
Zn 0.22605 0.08424 -0.25676
O 0.72180 -0.95127 -1.75368
C 0.93850 -0.67415 -3.10453
C -0.18667 -1.06370 -3.98500
H 1.09574 0.40362 -3.29098
H 1.82406 -1.27551 -3.38009
H -0.89628 -0.28392 -4.28856
H -1.90221 -1.81351 -5.88474
C -1.27246 -2.63259 -5.52455
C -0.38327 -2.36073 -4.42852
C 0.33838 -3.47481 -3.86772
H 0.93740 -3.28194 -2.97144
C 0.26920 -4.72731 -4.45919
H 0.81705 -5.56379 -4.01393
C -0.50053 -4.92332 -5.62013
H -0.50539 -5.89944 -6.10514
C -1.27261 -3.87074 -6.14699
H -1.87864 -4.03316 -7.04351
F -0.27056 1.55038 2.70067
B 0.01729 2.44163 3.79365
F 0.10047 3.75949 3.24385
F -1.02813 2.37039 4.74139
F 1.24049 2.02855 4.38687
*
```

Results
E_HOMO (spin up / spin down), eV: -4.502 / -4.483
Relative energy (zero: lowest compared OMol25 entry of this formula, charge and spin), kcal per mole: 45.7
Frontier orbital gap (spin up / spin down), eV: 6.17 / 4.45
LUMO energy (spin up / spin down), eV: 1.67 / -0.04
DFT total energy, eV: -80973.0245


[4]
Below is C18H18Br54 as an isolated structure in a non-equilibrium geometry, with properties calculated with wB97M-V/def2-TZVPD.

```
! wB97M-V def2-TZVPD RIJCOSX def2/J DEFGRID3
* xyz 0 1
C 6.36213 0.37099 0.93504
Br 4.64432 -0.31744 0.28086
Br 6.27715 0.76720 2.79872
Br 6.84554 1.89542 -0.14860
H 7.14490 -0.35983 0.67924
C -4.90486 3.32260 0.00663
Br -3.98705 1.53253 0.00141
Br -5.72626 3.76339 1.64111
Br -6.12827 3.35789 -1.52278
H -4.06954 4.07162 -0.11427
C 1.13234 -6.03093 -0.55206
Br 0.44026 -4.20269 -0.66632
Br -0.10822 -7.27168 -1.35847
Br 1.64115 -6.57150 1.28439
H 1.95049 -6.15492 -1.26684
C 1.70298 3.85294 2.84371
Br 1.84334 4.51688 1.05965
Br 1.74564 5.36947 3.98824
Br 2.98120 2.49233 3.28723
H 0.76141 3.29800 2.94072
C 4.90071 4.15981 -3.03229
Br 5.73848 5.53882 -2.01770
Br 4.21826 4.85163 -4.73503
Br 3.42706 3.17398 -2.13170
H 5.65729 3.44561 -3.33915
C 4.28073 -1.12555 -4.33258
Br 6.18667 -1.51384 -4.07611
Br 3.34137 -2.50188 -5.46147
Br 4.03242 0.64213 -5.08848
H 3.75800 -1.03344 -3.41198
C -0.62386 -2.48021 4.99555
Br 0.10530 -0.81261 4.25527
Br -0.21699 -2.59490 6.85775
Br -0.02172 -4.10918 4.01756
H -1.68474 -2.34580 4.82172
C -6.67577 -2.31415 -0.09701
Br -7.89881 -3.62426 -0.96829
Br -7.43879 -0.73863 0.51338
Br -5.25366 -1.90709 -1.36834
H -6.18579 -2.76085 0.68739
C 3.20429 -3.10467 4.82443
Br 3.72578 -2.85671 2.86343
Br 3.67338 -1.43561 5.80785
Br 3.75516 -4.72440 5.61489
H 2.04935 -3.04752 4.77985
C -3.18657 -5.90811 -0.78437
Br -3.57593 -4.63663 0.51650
Br -4.15794 -5.44717 -2.44411
Br -3.66923 -7.70429 -0.27817
H -2.18866 -5.86470 -1.14357
C -1.45794 6.72443 0.91187
Br -2.61660 7.29329 -0.57221
Br -1.81098 4.86085 1.46405
Br -1.55584 8.09661 2.25483
H -0.42715 6.77457 0.50618
C -2.53322 2.39373 -5.47827
Br -3.64089 2.69034 -3.88087
Br -0.92052 1.42746 -5.12015
Br -2.26552 4.05269 -6.57068
H -3.13305 1.62085 -6.00410
C -4.02332 -0.76287 4.15516
Br -4.98506 -2.38871 4.74745
Br -5.00651 0.83298 4.26396
Br -3.16979 -1.18998 2.42870
H -3.11031 -0.69677 4.74477
C 0.98699 5.37980 -3.49660
Br -0.67107 4.41309 -2.87209
Br 1.39984 6.72659 -2.22505
Br 0.77551 6.05987 -5.31995
H 1.77026 4.63984 -3.49950
C -1.82715 3.34234 5.59197
Br -2.59388 2.36831 7.15882
Br -3.00954 4.77978 5.09421
Br -1.24907 2.18266 4.23232
H -0.92045 3.62659 6.04464
C -1.09252 -2.87391 -5.25566
Br -0.87080 -2.01420 -7.04840
Br -0.81485 -4.77935 -5.35178
Br -2.84447 -2.55589 -4.53646
H -0.21232 -2.45515 -4.72007
C -0.71855 0.46190 -0.78206
Br -1.90158 -1.03750 -0.98285
Br 1.02256 0.13674 -1.72659
Br -0.43390 0.87665 1.09892
H -1.14406 1.30860 -1.27305
C 4.97306 -5.39166 0.03753
Br 5.97021 -5.90178 1.63731
Br 4.64700 -6.93332 -1.11788
Br 5.60242 -3.86172 -0.92935
H 3.98865 -5.14977 0.42808
*
```

Results
E_HOMO, eV: -9.945
Relative energy (zero: lowest compared OMol25 entry of this formula, charge and spin), kcal per mole: 13.2
Frontier orbital gap, eV: 8.99
LUMO energy, eV: -0.96
DFT total energy, eV: -3801246.1362


[5]
Below is one molecule with the formula C18H18BrNO4S in a non-equilibrium geometry, with properties calculated with wB97M-V/def2-TZVPD.

```
! wB97M-V def2-TZVPD RIJCOSX def2/J DEFGRID3
* xyz 0 1
O -0.89513 -0.13341 2.11506
C -0.37815 -0.33916 1.02694
C 1.07863 -0.31198 0.83917
C 1.90592 -0.33262 1.89601
C 3.33055 -0.27560 1.78877
C 4.30393 -0.29517 2.76355
C 5.54039 -0.21288 2.09345
C 5.24063 -0.15007 0.76369
O 3.91833 -0.18746 0.56851
N -1.13841 -0.57850 -0.08756
C -0.55807 -1.06614 -1.32448
C 0.09851 0.02404 -2.14147
C -0.52314 1.25491 -2.31139
C 0.08751 2.25384 -3.04919
C 1.32721 2.04314 -3.62755
C 1.93886 0.81362 -3.45760
Br 3.65281 0.50204 -4.22845
C 1.33896 -0.19573 -2.72609
C -2.59335 -0.53979 0.02884
C -3.10179 0.83009 0.56893
C -3.79020 0.65540 1.90475
S -4.61207 -0.93667 1.64853
O -4.97932 -1.59639 2.86867
O -5.62890 -0.79905 0.64021
C -3.13145 -1.67481 0.89558
H 1.48599 -0.22354 -0.15301
H 1.49772 -0.40246 2.89439
H 4.14242 -0.35933 3.82003
H 6.51606 -0.20238 2.53367
H 5.86291 -0.07956 -0.10698
H 0.16856 -1.85636 -1.10941
H -1.35742 -1.51683 -1.92031
H -1.48637 1.43198 -1.85905
H -0.40252 3.20701 -3.17526
H 1.81179 2.81955 -4.19851
H 1.83963 -1.14561 -2.60753
H -2.98951 -0.65939 -0.98263
H -2.26316 1.52169 0.65283
H -3.82153 1.23490 -0.14386
H -3.08255 0.51617 2.71576
H -4.50704 1.43661 2.12862
H -2.46368 -1.90600 1.71914
H -3.38357 -2.56808 0.33524
*
```

Results
E_HOMO, eV: -8.555
Frontier orbital gap, eV: 8.37
SMILES: O=C(/C=C/c1ccco1)N(Cc1cccc(Br)c1)[C@@H]1CCS(=O)(=O)C1
LUMO energy, eV: -0.18
DFT total energy, eV: -109515.0790